2 unconnected molecules or ions with the total composition C5H9N at a distorted geometry, computed with the ωB97M-V functional and the def2-TZVPD basis.

ΔE to the lowest compared entry with this formula, charge and spin = 581.4 kJ/mol
calculated total energy = -6814.96884 eV
HOMO energy (spin up / spin down) = -7.569 / -7.936 eV
F_max = 3.18 eV/Å

Cartesian coordinates (Å):
N -0.986 0.059 2.332
C 0.012 0.664 1.947
C -1.198 0.911 -1.033
C 1.355 -1.215 -1.242
C 0.518 -0.700 -0.218
C 0.011 0.694 -0.479
H 0.435 1.545 2.436
H -1.453 -0.554 1.644
H 1.869 -2.160 -1.130
H -0.351 -1.332 0.079
H 1.465 -0.706 -2.189
H 0.996 -0.673 0.917
H -1.963 0.145 -1.013
H -1.491 1.873 -1.433
H 0.780 1.450 -0.618